# 1
{
  "formula": "C5H9BF11NOP",
  "method": "the ωB97M-V functional and the def2-TZVPD basis",
  "elements": ["N", "C", "C", "C", "B", "O", "C", "F", "F", "C", "F", "F", "F", "H", "H", "H", "H", "H", "H", "H", "H", "H", "F", "P", "F", "F", "F", "F", "F"],
  "coordinates": [[1.2539, 0.1108, 3.3123], [-0.1234, 0.1752, 3.8088], [-1.1164, -0.6927, 2.9926], [-0.5044, -1.4079, 1.7864], [-0.1883, -0.4860, 0.5589], [-0.5249, 0.8165, 0.4557], [0.6300, -1.0867, -0.7089], [0.1278, -0.6473, -1.8807], [0.5272, -2.4690, -0.6908], [2.1383, -0.7863, -0.6770], [2.8014, -1.4984, -1.6162], [2.6462, -1.1328, 0.5331], [2.3729, 0.5154, -0.8817], [1.3950, 0.8260, 2.6097], [1.8996, 0.3003, 4.0649], [-0.1230, -0.1781, 4.8360], [-0.5063, 1.1980, 3.8602], [-1.5210, -1.4535, 3.6579], [-1.9816, -0.1069, 2.6841], [-1.2044, -2.1744, 1.4457], [0.4080, -1.9389, 2.0417], [-1.0301, 1.1274, 1.2149], [-2.1147, 2.3046, -3.7228], [-1.0528, 1.5681, -4.7708], [-1.6125, 0.1754, -4.0579], [-1.7958, 2.6455, -5.7991], [-0.0301, 1.6116, -3.4657], [0.3385, 2.1251, -5.4981], [-1.1091, 0.5586, -6.0931]],
  "atomic_forces_ev_per_a": [[-0.248, 0.178, 0.077], [-0.131, 0.003, -0.094], [0.321, -0.433, 0.189], [-0.306, 0.358, -0.268], [0.223, -0.101, -0.040], [0.065, -0.097, 0.107], [-0.291, -0.007, 0.125], [0.230, -0.207, 0.174], [0.062, 0.193, -0.049], [0.306, -0.249, -0.478], [-0.251, 0.468, 0.525], [-0.118, 0.202, -0.411], [0.005, -0.452, 0.187], [0.181, -0.054, -0.078], [0.087, 0.049, -0.018], [0.054, -0.093, 0.117], [0.040, 0.159, -0.027], [-0.106, -0.046, 0.099], [-0.085, 0.173, -0.069], [-0.045, -0.110, -0.123], [0.100, -0.091, 0.149], [-0.055, 0.077, -0.047], [0.128, 0.225, -0.091], [0.047, 0.018, -0.072], [-0.180, 0.097, -0.243], [-0.184, -0.193, 0.125], [0.107, -0.142, -0.240], [-0.118, 0.178, 0.221], [0.161, -0.104, 0.254]],
  "homo_lumo_gap_ev": 9.73,
  "spin_multiplicity": 1,
  "charge": -1
}


# 2
{
  "formula": "C5H9Br3O",
  "method": "the ωB97M-V functional and the def2-TZVPD basis",
  "elements": ["C", "C", "C", "C", "C", "O", "Br", "Br", "Br", "H", "H", "H", "H", "H", "H", "H", "H", "H"],
  "coordinates": [[1.4275, 0.1792, 1.7875], [-1.3254, -0.8422, -1.7848], [-0.8452, 1.0088, -0.2357], [0.7546, -0.7654, 0.8114], [-0.5819, 0.3643, -1.3928], [-0.2393, 2.0780, 0.2029], [-0.4269, -2.1083, 1.2442], [0.9226, 0.9225, -2.3284], [-2.6969, 2.3387, -2.5186], [1.2133, 0.0378, 2.8859], [1.0053, 1.1443, 1.8122], [2.5041, 0.2043, 1.6809], [-2.2277, -0.6553, -2.2928], [-1.5746, -1.3820, -0.9574], [-0.8503, -1.6115, -2.4658], [-1.6760, 0.8928, 0.3301], [1.3333, -1.0710, 0.0402], [0.5883, 2.3551, -0.1925]],
  "atomic_forces_ev_per_a": [[-0.824, -1.452, 1.777], [1.238, -0.898, -2.707], [1.845, 1.314, -1.713], [-0.393, 1.608, 2.543], [-0.215, -0.239, -0.536], [0.160, 1.355, 1.331], [-0.379, -0.375, 0.799], [0.450, 0.023, -0.415], [0.449, -0.374, 0.364], [0.248, -1.047, -0.926], [-0.274, 1.578, -1.012], [0.131, 0.087, -0.289], [-1.193, 0.803, -0.629], [-0.753, -1.355, 2.441], [0.291, 1.252, 0.741], [-2.600, -1.255, 1.486], [1.607, -0.701, -2.475], [0.211, -0.323, -0.782]],
  "homo_lumo_gap_ev": [8.53, 5.02],
  "spin_multiplicity": 1
}


# 3
{
  "formula": "C5H9Br4Cl3",
  "method": "the ωB97M-V functional and the def2-TZVPD basis",
  "elements": ["Cl", "C", "Cl", "Cl", "H", "Br", "C", "C", "Br", "H", "H", "H", "H", "Br", "C", "C", "Br", "H", "H", "H", "H"],
  "coordinates": [[-1.0371, 0.8198, -0.0769], [-1.9650, -0.2110, -1.2634], [-0.9366, -1.4988, -1.9407], [-2.7314, 0.7870, -2.5686], [-2.7824, -0.6322, -0.6780], [1.7348, 4.4079, -3.3200], [2.1342, 2.5489, -3.8302], [3.0801, 2.1212, -2.6889], [3.5792, 0.2932, -2.8842], [2.5876, 2.5615, -4.8214], [1.2397, 1.9367, -3.9450], [2.6441, 2.0913, -1.6903], [4.0314, 2.6448, -2.7832], [-2.2072, -0.1542, 4.5527], [-1.8652, -2.1076, 4.7148], [-1.1000, -2.4208, 3.4457], [-0.3590, -4.2447, 3.4057], [-2.8151, -2.6423, 4.7059], [-1.3795, -2.1818, 5.6877], [-0.1617, -1.8664, 3.4329], [-1.6911, -2.2524, 2.5454]],
  "atomic_forces_ev_per_a": [[-0.500, -0.586, -0.933], [0.095, 0.619, 0.127], [-0.482, 0.633, 0.317], [0.640, -0.552, 0.799], [0.280, -0.103, -0.303], [-0.359, -0.236, -0.441], [0.443, 0.137, 0.806], [-0.207, -0.194, -0.937], [0.297, -1.326, -0.405], [0.369, 0.155, 0.324], [-0.132, 0.299, 0.558], [-0.049, 0.850, -0.330], [-0.401, 0.295, 0.441], [-0.241, -0.437, 0.132], [-0.464, 0.482, -0.546], [1.243, -0.122, 0.616], [-0.497, -0.025, 0.067], [-0.010, 0.288, 0.240], [0.271, -0.374, -0.488], [-0.414, 0.314, -0.266], [0.121, -0.117, 0.221]],
  "homo_lumo_gap_ev": 10.57,
  "spin_multiplicity": 1
}


# 4
{
  "formula": "C5H9BrClN",
  "method": "the ωB97M-V functional and the def2-TZVPD basis",
  "elements": ["C", "C", "C", "C", "C", "N", "Cl", "Br", "H", "H", "H", "H", "H", "H", "H", "H", "H"],
  "coordinates": [[-0.4777, 0.8585, 0.7970], [0.8072, 0.1339, -1.8528], [-1.2207, -0.0077, -3.3807], [-2.4730, -0.2955, 1.8001], [-0.3827, -0.3224, -2.2093], [-1.0771, -0.0784, 1.4153], [-1.5666, 2.1301, 0.3367], [-1.1640, -1.8307, -1.2110], [1.3715, -0.0217, -0.8755], [1.2977, 0.8541, -2.4876], [-0.6075, -0.9296, 1.6402], [-1.0865, -0.7156, -4.2169], [-0.8699, 0.8745, -3.8605], [-2.3185, -0.0825, -3.1099], [-2.7089, -1.2219, 1.2660], [-3.0255, 0.5087, 1.4212], [-2.5239, -0.3935, 2.8633]],
  "atomic_forces_ev_per_a": [[1.534, 0.584, -0.349], [0.615, 0.101, 1.328], [-1.048, -1.246, -0.624], [1.002, -0.906, -1.009], [0.508, -1.239, 0.702], [-1.498, -0.843, 1.299], [-0.378, 0.603, -0.145], [0.289, 0.410, -0.342], [-1.178, -0.342, -1.569], [-0.160, 0.351, -0.243], [1.304, -0.049, -0.093], [-0.037, -0.408, 0.589], [-0.266, 1.346, 0.076], [1.297, 0.720, -0.418], [-0.598, 0.099, 0.419], [-1.135, 0.919, -0.233], [-0.252, -0.099, 0.611]],
  "homo_lumo_gap_ev": 8.95,
  "spin_multiplicity": 1
}


# 5
{
  "formula": "C5H9BrSi",
  "method": "the ωB97M-V functional and the def2-TZVPD basis",
  "elements": ["C", "C", "C", "C", "C", "Si", "Br", "H", "H", "H", "H", "H", "H", "H", "H", "H"],
  "coordinates": [[-3.3822, 2.0129, 0.4309], [-3.8690, 0.9723, 0.0355], [2.2327, -1.1251, -0.1287], [-0.1882, -0.5787, -0.4179], [1.1351, -0.2009, 0.2265], [1.7398, 1.5754, -0.4792], [-4.6797, -0.6758, -0.1708], [3.2619, -0.8411, 0.3099], [1.9768, -2.1770, 0.2493], [2.5381, -1.1164, -1.2080], [-1.0352, 0.2124, -0.2007], [-0.6886, -1.5011, 0.1203], [-0.0908, -0.8224, -1.4131], [0.9916, -0.0964, 1.3697], [-2.5163, 2.5654, 0.4475], [2.5741, 1.7964, 0.8290]],
  "atomic_forces_ev_per_a": [[-0.894, -2.402, -1.111], [-0.678, -0.541, 0.703], [2.712, -1.516, 0.416], [-2.992, -0.106, 4.335], [-1.004, 2.511, 1.011], [0.078, -1.000, 1.207], [0.489, 1.277, 0.006], [-1.596, -0.371, 0.008], [0.613, 1.186, -0.869], [-0.938, -0.396, 0.524], [1.747, -1.189, -0.880], [1.167, 1.287, -1.019], [0.021, -0.258, -2.394], [0.377, -0.292, -1.733], [1.091, 1.682, 0.403], [-0.192, 0.128, -0.606]],
  "homo_lumo_gap_ev": 7.61,
  "spin_multiplicity": 1
}


# 6
{
  "formula": "C5H9BrSi",
  "method": "the ωB97M-V functional and the def2-TZVPD basis",
  "elements": ["C", "C", "Si", "Br", "C", "C", "C", "H", "H", "H", "H", "H", "H", "H", "H", "H"],
  "coordinates": [[2.5566, -1.8429, -2.8285], [1.8194, -1.1301, -2.2328], [0.8961, 0.2078, -1.3837], [-0.0322, 1.4122, -3.2190], [-0.5435, -0.0819, -0.1471], [-0.0174, -0.6418, 1.1729], [-1.3642, 1.2555, 0.1210], [3.2892, -2.2384, -3.6077], [1.9726, 0.9729, -1.0042], [-1.1914, -0.8027, -0.5760], [0.0904, -1.7761, 1.1424], [0.8483, -0.1877, 1.5838], [-0.8579, -0.6005, 1.8896], [-1.8901, 0.8351, 1.0066], [-0.7167, 2.1180, 0.4588], [-1.9349, 1.5616, -0.6887]],
  "atomic_forces_ev_per_a": [[2.931, -1.538, -3.209], [-1.828, 0.904, 1.545], [-2.430, -0.576, -1.933], [0.467, -0.694, 1.136], [1.778, 1.742, -0.431], [-1.806, -2.510, 0.078], [2.474, -1.665, 2.505], [-1.535, 0.396, 1.866], [1.428, 1.567, 1.140], [-0.781, -0.625, -0.544], [0.519, 1.372, -0.331], [0.775, 0.477, 0.345], [0.451, 0.456, 0.095], [-0.593, 1.307, -0.627], [-0.557, -1.006, -0.310], [-1.293, 0.393, -1.324]],
  "homo_lumo_gap_ev": 10.71,
  "spin_multiplicity": 1
}